{"formula": "C87H209N11O17", "method": "ωB97M-V with the def2-TZVPD basis set", "total_energy_ev": -144795.271, "mol_weight_g_mol": 1681.7, "total_charge": 0, "homo_lumo_gap_ev": 8.699, "species": ["C", "C", "C", "O", "C", "N", "H", "H", "H", "H", "H", "H", "H", "H", "H", "H", "H", "C", "C", "C", "O", "C", "N", "H", "H", "H", "H", "H", "H", "H", "H", "H", "H", "H", "C", "C", "C", "O", "C", "N", "H", "H", "H", "H", "H", "H", "H", "H", "H", "H", "H", "C", "C", "C", "O", "C", "N", "H", "H", "H", "H", "H", "H", "H", "H", "H", "H", "H", "C", "C", "C", "O", "C", "N", "H", "H", "H", "H", "H", "H", "H", "H", "H", "H", "H", "C", "C", "C", "O", "C", "N", "H", "H", "H", "H", "H", "H", "H", "H", "H", "H", "H", "C", "C", "C", "O", "H", "H", "H", "H", "H", "H", "H", "H", "C", "C", "C", "O", "H", "H", "H", "H", "H", "H", "H", "H", "C", "C", "C", "O", "H", "H", "H", "H", "H", "H", "H", "H", "C", "C", "C", "O", "H", "H", "H", "H", "H", "H", "H", "H", "C", "C", "C", "O", "H", "H", "H", "H", "H", "H", "H", "H", "C", "C", "C", "O", "H", "H", "H", "H", "H", "H", "H", "H", "C", "C", "C", "C", "C", "C", "N", "O", "C", "C", "C", "H", "H", "H", "H", "H", "H", "H", "H", "H", "H", "H", "H", "H", "H", "H", "H", "H", "H", "H", "C", "C", "C", "C", "C", "C", "N", "O", "C", "C", "C", "H", "H", "H", "H", "H", "H", "H", "H", "H", "H", "H", "H", "H", "H", "H", "H", "H", "H", "H", "C", "C", "C", "C", "C", "C", "N", "O", "C", "C", "C", "H", "H", "H", "H", "H", "H", "H", "H", "H", "H", "H", "H", "H", "H", "H", "H", "H", "H", "H", "C", "C", "C", "C", "C", "C", "N", "O", "C", "C", "C", "H", "H", "H", "H", "H", "H", "H", "H", "H", "H", "H", "H", "H", "H", "H", "H", "H", "H", "H", "C", "C", "C", "C", "C", "C", "N", "O", "C", "C", "C", "H", "H", "H", "H", "H", "H", "H", "H", "H", "H", "H", "H", "H", "H", "H", "H", "H", "H", "H"], "coordinates": [[3.506523, -30.512060, 12.122538], [2.446582, -31.212769, 11.298212], [1.883371, -32.330285, 12.141221], [0.760847, -33.000226, 11.400957], [0.281997, -34.268476, 11.936519], [1.478784, -30.164979, 10.986030], [4.262580, -31.238351, 12.354700], [2.995710, -30.276794, 13.050262], [3.891389, -29.613703, 11.657719], [2.954357, -31.499780, 10.417130], [1.629314, -32.023424, 13.203605], [2.616218, -33.185393, 12.214813], [0.764725, -34.522994, 12.891946], [0.470940, -35.035515, 11.179021], [-0.779127, -34.234850, 12.090062], [0.810601, -30.602583, 10.356285], [1.949242, -29.415421, 10.475506], [-2.895509, -32.540844, 11.919535], [-3.698327, -33.418298, 11.013598], [-5.090814, -33.554079, 11.590468], [-5.117542, -34.061179, 12.923602], [-6.484701, -34.080903, 13.329124], [-3.751318, -32.928149, 9.659964], [-2.792553, -32.911077, 12.920944], [-3.316167, -31.556103, 11.961053], [-1.922936, -32.200554, 11.524552], [-3.392119, -34.495605, 11.089558], [-5.590020, -34.316819, 10.897510], [-5.570697, -32.559612, 11.468939], [-6.621868, -34.538477, 14.293556], [-7.129604, -34.573710, 12.649858], [-6.862736, -33.049424, 13.432406], [-4.100351, -33.667296, 9.063031], [-2.875707, -32.543853, 9.413680], [-4.021068, -24.599141, 15.527282], [-4.465443, -26.024897, 15.845983], [-4.971746, -26.667077, 14.556090], [-5.581893, -27.947771, 14.833512], [-5.839352, -28.670351, 13.684693], [-3.397946, -26.611028, 16.634285], [-4.639427, -24.071882, 14.819612], [-3.061015, -24.664922, 14.973060], [-3.969581, -23.880510, 16.313032], [-5.425657, -25.946653, 16.375581], [-4.134293, -26.773342, 13.850720], [-5.720287, -26.093909, 13.960824], [-6.349490, -28.065796, 12.915007], [-6.452439, -29.528753, 13.954913], [-4.970177, -28.998404, 13.090511], [-2.619360, -26.838665, 16.119491], [-3.728797, -27.361132, 17.205098], [-0.183628, -34.008987, 17.491953], [-0.358294, -34.202007, 15.953678], [-1.482266, -35.263075, 15.736459], [-2.763704, -34.784631, 16.060146], [-3.899825, -35.209854, 15.293323], [-0.610154, -32.969747, 15.171385], [0.161082, -34.930912, 17.867998], [-1.114798, -33.633161, 17.956802], [0.680507, -33.342260, 17.513056], [0.548404, -34.580897, 15.527921], [-1.235517, -36.108328, 16.349211], [-1.481127, -35.508668, 14.654658], [-4.365034, -36.132791, 15.831948], [-3.543714, -35.350966, 14.270809], [-4.645867, -34.410698, 15.384411], [-1.595616, -32.746354, 15.301317], [-0.014876, -32.217690, 15.414900], [4.068048, -33.717085, 14.991091], [4.757926, -35.106794, 15.041209], [4.980979, -35.532285, 13.592851], [3.686224, -35.643411, 12.938115], [3.804740, -36.104551, 11.625266], [6.101356, -35.063200, 15.666014], [3.958633, -33.399932, 16.043677], [3.127534, -33.884562, 14.410319], [4.760819, -33.143648, 14.351186], [4.135279, -35.876760, 15.517479], [5.586635, -36.426373, 13.412818], [5.574263, -34.752415, 13.124264], [2.789698, -36.442811, 11.315659], [4.470930, -36.962524, 11.560487], [4.007603, -35.295551, 10.838637], [6.155277, -35.596996, 16.492691], [6.284170, -34.116359, 15.825966], [0.173798, -29.463214, 19.677889], [1.048121, -30.488195, 19.012450], [1.781666, -30.023168, 17.797935], [1.959730, -31.082214, 16.830837], [2.660211, -30.584495, 15.697855], [1.796186, -31.173449, 20.044807], [-0.430067, -28.960154, 18.851981], [0.729403, -28.787607, 20.256384], [-0.531242, -29.971242, 20.311580], [0.362315, -31.208312, 18.612642], [2.757411, -29.572045, 18.017271], [1.208412, -29.244728, 17.260757], [3.781606, -30.480735, 16.022933], [2.243456, -29.631213, 15.376570], [2.597278, -31.264154, 14.897198], [2.524553, -30.595301, 20.375949], [2.242895, -31.953874, 19.546607], [5.229350, -23.432760, 18.426632], [6.460393, -23.899767, 17.665603], [7.616969, -24.369193, 18.527573], [5.944102, -24.949125, 16.878667], [5.441109, -22.538731, 19.055019], [4.874288, -24.250266, 19.103648], [4.434423, -23.265941, 17.777939], [6.812357, -23.039675, 16.999620], [7.412428, -25.396091, 18.832339], [7.773242, -23.800937, 19.425094], [8.514803, -24.285120, 17.913334], [6.482430, -25.074689, 16.101309], [-1.718472, -25.777250, 20.533864], [-1.112031, -25.053740, 19.352405], [0.408252, -24.926204, 19.454049], [-1.283778, -25.842870, 18.148480], [-1.492536, -25.163321, 21.427041], [-1.420274, -26.821296, 20.612471], [-2.839256, -25.720226, 20.457902], [-1.542969, -24.038866, 19.347280], [0.982595, -24.464173, 18.665922], [0.824380, -26.003314, 19.504653], [0.743857, -24.400852, 20.374721], [-2.194862, -25.870580, 17.880479], [-4.147702, -35.834092, 21.638884], [-4.370622, -35.719415, 20.153099], [-4.436015, -37.025250, 19.312261], [-5.641235, -35.027362, 19.895359], [-4.412961, -34.906148, 22.119984], [-3.151164, -36.113222, 21.954078], [-4.773012, -36.622778, 22.086456], [-3.605556, -35.062596, 19.723699], [-5.373310, -37.548776, 19.527551], [-3.608975, -37.744980, 19.580218], [-4.323514, -36.815845, 18.274558], [-5.828068, -34.428579, 20.587944], [3.113951, -26.211931, 7.284390], [3.100462, -26.552014, 8.800125], [2.135166, -25.830019, 9.753553], [2.837731, -27.944268, 8.908699], [3.832598, -26.867494, 6.799329], [3.542824, -25.182394, 7.108092], [2.103620, -26.286345, 6.855675], [4.121758, -26.457828, 9.128217], [1.150207, -25.867959, 9.334697], [2.344886, -24.737861, 9.767641], [2.320096, -26.190431, 10.757387], [3.446130, -28.447638, 8.412550], [3.351679, -26.337434, 22.004772], [3.367377, -27.485024, 20.968484], [4.403465, -27.436503, 19.855300], [3.552839, -28.730229, 21.720287], [2.508812, -26.403902, 22.725595], [3.164798, -25.402843, 21.477941], [4.286903, -26.158381, 22.499699], [2.338013, -27.575970, 20.555149], [4.345676, -28.222152, 19.129153], [5.315223, -27.508612, 20.455933], [4.566989, -26.456256, 19.401006], [2.718864, -28.877943, 22.245195], [-1.250517, -28.568225, 13.100682], [-0.006308, -27.853046, 13.406714], [-0.100444, -27.287968, 14.822013], [1.137617, -28.687574, 13.349808], [-1.178595, -29.156377, 12.181777], [-2.081292, -27.861053, 13.064332], [-1.440099, -29.278837, 13.955776], [0.157624, -27.015950, 12.737370], [-0.841090, -26.519941, 14.864706], [0.851058, -26.863484, 15.213476], [-0.511887, -28.017636, 15.475508], [1.074539, -29.261405, 12.511998], [-6.951025, -30.713544, 16.513239], [-6.296812, -30.809085, 17.920326], [-6.058301, -32.255884, 18.369284], [-4.976013, -32.992487, 17.586981], [-3.670984, -32.269669, 17.782662], [-3.783278, -30.770678, 17.446202], [-4.963929, -30.165782, 18.071454], [-5.023809, -28.734219, 17.697613], [-2.602659, -29.988981, 18.072531], [-3.716045, -30.645085, 15.864762], [-7.199834, -30.124749, 18.995910], [-6.229030, -30.993955, 15.788345], [-7.374149, -29.758748, 16.208475], [-7.760360, -31.463988, 16.516463], [-5.872545, -32.336881, 19.445776], [-6.996342, -32.789501, 18.243861], [-5.329556, -32.792823, 16.555324], [-4.995795, -34.046676, 17.829065], [-2.885497, -32.620115, 17.155503], [-3.293733, -32.263820, 18.823885], [-2.652647, -30.061323, 19.177552], [-1.637018, -30.504235, 17.857211], [-2.608407, -28.996438, 17.806818], [-4.431607, -31.243421, 15.374047], [-3.945238, -29.646223, 15.510791], [-2.739198, -30.834814, 15.511644], [-7.230573, -29.034078, 18.955735], [-6.746173, -30.282911, 19.982494], [-8.234833, -30.507750, 19.057777], [-5.117137, -28.690767, 16.751942], [6.564054, -27.807997, 15.788566], [5.992332, -27.139964, 14.583088], [4.474586, -26.805483, 14.915522], [3.807392, -25.929175, 13.844133], [4.625459, -24.672503, 13.735243], [6.107949, -24.903496, 13.369395], [6.703304, -25.825275, 14.390649], [8.069250, -26.023269, 14.051838], [6.188644, -25.426428, 11.878456], [6.885148, -23.588247, 13.536810], [6.031837, -28.206153, 13.476606], [6.098435, -28.804043, 16.002532], [6.451253, -27.175149, 16.642169], [7.648211, -28.013446, 15.613298], [3.955400, -27.726694, 15.043463], [4.421052, -26.273920, 15.914664], [2.736520, -25.715160, 14.094019], [3.817220, -26.481826, 12.847055], [4.630805, -24.205288, 14.744265], [4.317808, -23.885683, 13.005408], [7.187775, -25.296447, 11.423091], [5.843822, -26.420662, 11.732648], [5.415299, -24.835309, 11.302335], [6.778175, -23.046447, 12.580073], [6.515293, -23.037441, 14.344823], [7.956117, -23.707997, 13.683479], [5.961310, -29.182262, 13.862541], [6.875111, -28.124459, 12.776789], [5.234070, -28.099581, 12.774516], [8.093966, -26.632755, 13.269743], [-5.837172, -32.776465, 7.040946], [-6.898106, -31.717318, 7.433224], [-8.262713, -32.443361, 7.242877], [-9.404489, -31.660361, 7.831548], [-9.124609, -31.392718, 9.277716], [-7.871471, -30.648610, 9.560307], [-6.766417, -31.435888, 8.879923], [-5.511057, -30.734323, 9.086343], [-7.996235, -29.204806, 9.066019], [-7.506785, -30.694972, 11.047188], [-6.473814, -30.464867, 6.585775], [-5.833825, -33.612320, 7.839872], [-6.074015, -33.127189, 6.022799], [-4.850134, -32.356454, 7.036335], [-8.535271, -32.728399, 6.175809], [-8.019270, -33.361587, 7.849265], [-9.583878, -30.763332, 7.282394], [-10.428470, -32.140178, 7.849474], [-9.107335, -32.393453, 9.794589], [-9.911843, -30.890325, 9.801830], [-6.983800, -28.838872, 8.841693], [-8.400092, -28.516808, 9.848651], [-8.628992, -29.082970, 8.137342], [-8.150314, -30.044812, 11.614127], [-6.412472, -30.428730, 11.160227], [-7.634679, -31.663478, 11.476131], [-5.431616, -30.424641, 6.857682], [-6.625076, -30.725352, 5.579183], [-6.978293, -29.538946, 6.809647], [-4.948745, -31.352056, 9.531198], [-1.441251, -29.457268, 9.117186], [-1.136463, -30.252244, 7.866226], [-0.312343, -29.263518, 6.984605], [0.424786, -29.899127, 5.854378], [1.373034, -30.962384, 6.336055], [0.625163, -31.988521, 7.187294], [-0.214040, -31.290434, 8.244950], [-0.936844, -32.375961, 8.840392], [-0.234282, -32.908406, 6.209697], [1.699141, -32.911247, 7.915492], [-2.434528, -30.640727, 7.061015], [-2.167834, -29.961677, 9.781609], [-1.874825, -28.474008, 8.900186], [-0.562544, -29.269104, 9.740202], [-0.955737, -28.423278, 6.666048], [0.442626, -28.881634, 7.736625], [0.947214, -29.158576, 5.296864], [-0.147515, -30.335216, 5.038262], [2.158637, -30.539030, 6.972492], [1.859042, -31.595410, 5.531153], [-0.956816, -32.324216, 5.651740], [0.408306, -33.367895, 5.457213], [-0.784330, -33.680794, 6.754225], [1.210227, -33.724632, 8.467763], [2.525925, -33.215426, 7.303267], [2.190135, -32.369849, 8.723370], [-2.110542, -30.923853, 6.010396], [-3.170151, -29.843109, 6.957413], [-3.016318, -31.469611, 7.478229], [-0.319913, -32.542733, 9.638700], [-1.828358, -23.689949, 9.796914], [-2.367905, -24.197908, 11.178722], [-3.440303, -23.279580, 11.681841], [-4.745217, -23.452191, 10.912091], [-5.264622, -24.864797, 10.970945], [-4.229589, -25.864210, 10.381368], [-2.873401, -25.605454, 11.134306], [-1.867112, -26.354110, 10.503878], [-4.629572, -27.322374, 10.667500], [-4.099927, -25.728448, 8.882515], [-1.173823, -24.168471, 12.238184], [-1.131091, -24.324388, 9.242757], [-1.333180, -22.734263, 9.977733], [-2.652031, -23.368399, 9.160317], [-3.540608, -23.427052, 12.728785], [-3.243106, -22.231660, 11.519691], [-4.563668, -23.268403, 9.867412], [-5.456422, -22.698415, 11.282185], [-6.228136, -24.997903, 10.466866], [-5.359685, -25.206757, 11.968503], [-4.060811, -27.930120, 9.996740], [-4.324962, -27.602925, 11.654490], [-5.738153, -27.396102, 10.513720], [-4.987133, -26.067832, 8.312650], [-4.042577, -24.675855, 8.707689], [-3.228277, -26.231504, 8.453111], [-1.636898, -24.435252, 13.191683], [-0.885453, -23.096644, 12.474130], [-0.319375, -24.757173, 11.899887], [-1.693804, -27.097412, 11.116020]], "forces_ev_per_angstrom": [[-0.564, -0.703, 0.827], [0.333, 1.707, 1.167], [-0.647, -2.671, -0.510], [0.233, 0.709, 0.968], [1.093, 0.614, -0.252], [-0.763, -0.641, -0.225], [0.870, -0.076, 0.110], [0.338, 0.590, 0.257], [0.140, 0.033, -0.142], [0.193, -1.199, -1.153], [-0.284, -0.148, -1.396], [-0.168, 1.110, 0.163], [-0.036, 0.098, -0.357], [0.225, -0.033, 0.156], [-0.558, 0.327, 0.178], [-0.214, 0.463, -0.169], [-0.160, -0.169, -0.093], [1.268, 1.111, -0.715], [0.108, -1.765, 1.500], [-0.868, -0.432, -1.469], [-0.754, 0.367, -0.823], [0.495, 1.384, 0.767], [-1.616, -0.240, 1.052], [0.119, -0.267, 0.398], [-1.155, 0.676, 0.327], [0.204, -1.010, 0.054], [0.780, 0.694, -0.259], [-0.030, 1.039, 0.826], [-0.172, -0.597, 0.412], [0.434, -0.358, 0.422], [-0.488, -0.729, -1.044], [0.120, -0.111, -0.089], [0.412, 0.356, -0.384], [1.148, 0.007, -0.817], [0.567, -0.088, -1.836], [-1.369, 1.730, -0.192], [0.412, -1.039, -0.848], [0.966, 0.951, 0.677], [-0.437, -0.270, -1.521], [-2.909, 0.738, 0.941], [-0.779, -0.154, -0.542], [-0.137, 0.159, 0.632], [0.443, -0.103, 1.143], [0.570, -0.183, 0.906], [0.146, -0.364, -0.001], [0.311, 0.192, 0.882], [-0.450, 0.027, 0.405], [0.037, 0.007, -0.109], [0.342, -0.195, 0.752], [2.089, -0.773, -1.505], [0.022, -0.658, 0.234], [0.190, 1.279, -2.112], [-1.585, 0.410, 0.699], [0.303, 0.984, -1.785], [-0.225, 0.875, 0.606], [0.406, -0.936, 1.725], [-1.495, -1.849, -0.082], [0.061, -1.212, 0.896], [0.755, -0.151, -0.074], [-0.308, 0.466, 0.800], [0.666, -0.773, 0.031], [0.159, -0.785, 0.188], [0.103, -0.312, 0.366], [0.783, 1.107, -1.363], [-0.663, -0.344, 0.013], [0.418, -0.266, -0.342], [0.326, 0.437, -0.051], [0.509, 0.828, 0.593], [0.264, -1.841, -0.151], [0.350, -0.632, -0.641], [-0.854, 0.136, -0.592], [1.199, 0.125, 0.521], [-1.596, 0.533, -1.461], [-1.193, -0.579, -1.637], [-0.249, 0.505, -0.795], [0.513, 0.578, 0.856], [-0.424, 0.520, 0.614], [0.022, 0.315, 0.084], [-0.345, -0.343, 0.543], [0.069, 0.491, -0.317], [0.565, -0.035, 0.315], [0.305, 0.087, -0.226], [0.447, -0.838, 1.186], [0.055, -0.395, 1.028], [0.776, 1.441, 0.697], [-1.518, 0.200, -2.414], [-0.666, -0.348, 0.456], [0.345, 0.769, -1.488], [-0.158, 0.108, 0.336], [1.864, 0.786, 2.239], [-0.080, -1.726, -1.193], [0.837, -0.077, 1.372], [0.705, 1.230, 0.697], [-0.215, -0.198, 0.388], [-0.530, -0.718, -0.261], [0.125, -0.094, 0.181], [0.000, -0.035, 0.360], [-1.688, 0.106, -0.881], [0.113, 0.191, -0.080], [-0.108, -1.053, -0.743], [1.084, 0.859, 0.561], [0.049, 0.148, 0.692], [1.432, -0.320, 2.494], [-0.710, 1.315, -0.315], [-0.036, -0.200, -0.581], [-0.142, 0.219, 0.669], [-0.222, -0.509, -0.419], [0.428, 0.546, -0.336], [-1.307, 0.604, -1.301], [-0.373, -0.935, 0.661], [0.214, -0.085, -0.111], [-0.047, 0.564, 0.382], [0.191, -0.453, 0.240], [0.530, -0.378, -1.002], [-1.257, 1.073, 0.437], [1.081, -0.638, -0.932], [1.072, -1.779, 1.575], [1.013, 1.038, 0.976], [0.107, -0.672, -0.069], [0.202, 0.108, 0.095], [0.908, -0.302, -0.072], [-0.160, -0.246, -0.647], [-0.542, 0.300, -0.710], [-0.561, 1.519, 0.071], [-0.408, -0.381, -0.294], [-1.155, 0.027, -0.345], [-0.584, -1.202, 0.422], [-0.617, 0.406, -1.086], [0.823, -0.441, 2.010], [0.728, -1.789, -1.023], [0.049, 0.427, 0.227], [0.486, 0.170, -0.337], [-0.163, 0.258, -0.241], [0.187, -0.160, 0.035], [0.058, 0.187, -0.185], [-0.654, 0.857, -0.109], [-0.180, 0.253, -0.835], [-0.133, 0.963, 1.184], [0.053, 1.593, 0.860], [0.365, -0.147, -0.882], [1.529, 1.153, -1.295], [-1.948, -0.041, 1.436], [-0.209, -0.324, -0.175], [-0.706, -0.832, 0.232], [0.417, -0.057, -0.027], [0.569, 0.652, 0.455], [-0.897, -0.606, 0.380], [0.233, -0.573, -0.044], [-0.619, -0.297, 0.183], [1.137, -0.664, -0.982], [-0.770, 0.525, -1.185], [-1.745, -0.566, 0.849], [0.959, 1.042, 2.006], [-0.932, -0.032, 0.068], [0.654, -0.385, -0.333], [-0.140, 0.200, -0.242], [0.542, -0.448, 0.438], [0.569, 0.422, -0.033], [-0.156, -0.370, -0.248], [0.469, -0.587, -0.400], [-0.763, -0.081, -0.238], [1.336, 0.266, -0.785], [-1.120, -1.434, 0.546], [1.547, 0.799, 1.120], [0.903, 0.573, -0.409], [-0.216, -0.936, -0.877], [-0.163, 0.071, -0.054], [-0.220, -0.063, -0.111], [-0.048, 0.470, -0.927], [-0.075, 0.372, -0.482], [-0.442, 0.987, -0.215], [-0.600, -0.451, -0.298], [0.147, -1.046, 0.843], [0.213, 0.733, 0.947], [-0.432, -0.761, 1.102], [-0.024, 1.317, 0.940], [-0.529, -0.708, 0.245], [-0.971, 1.436, -0.500], [0.086, 1.286, 1.064], [0.455, 0.721, -1.103], [-0.612, 0.978, -0.457], [-0.087, -1.543, 1.498], [0.483, -3.606, 1.006], [-0.493, 1.350, 1.686], [0.157, -0.124, 0.541], [0.383, -0.327, -0.842], [0.117, 0.236, 0.455], [0.172, 0.314, -0.233], [0.214, 0.492, -0.074], [-0.300, -0.125, -0.123], [0.562, -0.784, 0.063], [0.223, -0.090, -0.112], [0.557, -0.625, -0.391], [-0.376, -0.581, -0.183], [-0.351, 0.159, -0.513], [-0.577, 0.518, -0.405], [0.258, 2.197, -0.724], [-0.527, -1.166, -0.564], [0.025, 0.458, 0.142], [1.161, -0.534, -0.291], [-0.055, -0.086, -0.687], [-0.017, -0.314, -0.161], [0.451, 0.008, -0.367], [-0.390, -0.145, -1.201], [1.327, -1.328, 0.509], [-1.586, 0.138, 0.227], [0.813, 1.298, 0.417], [-0.356, -0.945, -1.045], [0.783, 1.442, 0.352], [0.357, -0.789, 0.012], [-0.495, -0.743, -1.009], [0.004, -0.978, -0.549], [-0.472, 1.802, 0.142], [0.299, -0.655, -2.289], [0.479, 1.801, -1.580], [0.126, 0.902, -0.269], [0.083, 0.251, 0.684], [-0.673, 0.172, 0.270], [-0.411, -0.896, -0.035], [0.201, -0.527, -1.148], [0.893, -0.194, -0.193], [-0.246, 0.567, 1.099], [-0.074, -0.052, -0.542], [-0.398, -0.689, 0.502], [-0.496, -0.005, 0.214], [-0.006, -0.955, 0.169], [1.099, -0.242, 0.401], [-0.095, 0.247, 0.547], [-0.739, 0.986, 1.167], [-0.046, -0.393, -0.041], [0.156, -1.145, 0.605], [0.395, -0.248, 0.548], [-0.972, 0.121, -0.274], [-0.076, 0.640, 0.746], [-0.709, -1.048, 1.250], [0.539, 0.362, -0.512], [0.273, -0.540, -0.375], [-1.673, -0.702, 0.697], [-0.363, -1.610, 1.276], [1.646, -0.322, -0.352], [0.317, 0.217, 0.576], [-1.718, 1.067, -0.927], [0.012, 1.078, -0.315], [1.179, 0.741, -0.412], [-0.753, -1.122, 1.420], [-0.218, 1.023, -1.544], [0.149, -0.216, 0.484], [0.485, 0.203, -0.011], [0.917, 0.304, 1.163], [-0.990, 0.477, -0.686], [0.122, 0.859, -0.517], [1.190, -0.134, -0.522], [0.302, 0.698, -0.405], [-0.807, 0.588, 0.028], [-0.309, 0.039, 0.030], [0.093, -0.660, -0.486], [0.675, -0.221, 1.066], [-0.104, 0.590, 0.269], [-1.357, 0.061, 0.062], [-0.102, -0.952, 0.000], [0.298, 0.733, -0.430], [0.061, -0.130, -1.559], [-0.141, 0.115, 0.067], [0.798, -1.413, 0.435], [-1.203, 0.096, 1.187], [-0.719, 1.514, -1.375], [0.151, 0.158, 1.558], [0.413, -0.483, -1.168], [0.511, -1.168, 0.297], [-0.042, -1.165, -0.347], [1.215, -1.953, -1.119], [1.395, 0.073, 2.432], [0.370, 0.550, 0.761], [-1.456, 1.147, 0.961], [0.873, -0.759, -0.829], [0.161, -0.002, -0.288], [-0.004, -0.164, -0.207], [0.079, -0.070, -0.356], [0.247, -0.412, 0.177], [-0.482, 0.060, -1.043], [0.809, 0.941, -0.225], [-0.868, -0.120, 0.277], [0.069, 0.143, -0.161], [-0.405, 1.133, 0.620], [-0.036, 0.041, 0.017], [0.199, -0.122, 0.224], [0.211, 0.119, -0.041], [0.186, -0.197, -0.655], [-0.037, -0.503, -0.783], [-0.130, 0.516, 0.001], [-0.660, 0.346, 1.257], [0.377, 0.430, 0.226], [0.465, -0.011, 0.067], [-1.566, -0.037, -1.215], [-0.318, 0.819, 0.518], [2.225, -0.302, -0.478], [-0.946, 0.093, -1.217], [-0.424, -0.126, 0.643], [0.743, -0.805, -0.715], [0.881, -0.229, 0.613], [-1.729, 0.682, -0.153], [0.447, -1.054, 0.103], [-0.612, 1.323, -0.150], [-0.346, 0.294, -0.627], [-1.376, 1.515, -0.401], [-0.331, -0.178, 0.332], [0.359, -0.055, 0.215], [0.041, -0.420, -0.220], [-0.486, -0.191, 1.052], [0.967, 0.364, 0.123], [0.022, 0.656, -0.400], [-0.043, -0.358, -0.216], [0.145, 0.023, -0.032], [-0.449, -0.074, 1.331], [-0.066, -0.746, -0.586], [-0.172, -0.098, 0.742], [1.019, -0.373, 0.111], [0.233, -0.116, 0.603], [0.276, 0.539, -0.787], [-0.055, 0.103, 0.287], [0.439, -0.831, -0.024], [-0.036, -1.041, -0.850], [-0.137, 0.002, 0.389], [-0.106, 0.515, -0.381]], "mulliken_charge": [-2.300, 0.614, 0.385, 0.479, 0.004, 1.507, 0.708, -0.149, 0.671, 0.153, -0.264, 0.036, -0.088, 0.382, -0.613, -1.142, -0.303, -1.001, 0.745, -0.483, -0.051, -0.939, 0.008, 0.077, 0.305, -0.483, 0.226, 0.548, 0.018, 0.357, 0.423, 0.167, 0.344, -0.266, -1.887, -0.120, -0.209, -0.476, -0.710, -0.295, 0.652, 0.004, 0.479, 0.334, -0.065, 0.417, 0.747, 0.339, -0.170, 0.040, 0.753, -1.247, 0.853, -1.238, 0.325, -0.043, 0.557, 0.713, -0.070, 0.222, 0.327, 0.290, 0.354, -0.018, 0.474, -0.614, -0.776, -0.103, -0.528, 0.245, -0.960, -0.181, -0.774, -0.676, 0.274, -0.337, 0.356, 0.492, 0.510, 0.265, 0.183, 0.413, 0.221, 0.248, 0.257, -1.246, 1.653, 0.221, 0.028, 0.648, -0.712, -0.148, 0.205, 0.464, -0.641, -0.240, -0.098, 0.165, 0.117, -1.117, 0.298, 0.357, -1.411, 0.779, -1.407, -0.026, 0.453, 0.027, 0.413, 0.236, 0.200, 0.456, 0.352, -0.062, -1.224, 0.689, -1.137, -0.123, 0.440, 0.055, 0.374, 0.268, 0.452, -0.183, 0.407, 0.196, -1.469, 1.246, -0.979, -0.559, 0.440, 0.373, 0.322, -0.209, 0.347, 0.331, -0.018, 0.250, -1.603, 0.455, -0.772, -0.168, 0.491, 0.373, 0.258, 0.204, 0.169, 0.508, -0.078, 0.118, -1.544, 2.248, -1.120, -0.627, 0.381, 0.273, 0.373, -0.954, 0.372, 0.366, -0.102, 0.398, -0.461, 2.473, -1.359, 1.115, -0.565, -0.205, 0.393, -0.705, 0.231, -0.089, 0.177, -0.807, -0.686, 2.039, -1.975, 0.797, -0.504, 3.078, 0.192, -0.676, -1.740, -1.067, -2.267, -0.430, 0.389, 0.444, 0.217, 0.641, -1.012, 0.690, -0.937, 0.794, 0.575, 0.038, -0.410, -0.156, 0.054, 0.167, 0.349, 0.423, 0.350, 0.077, -1.916, 2.276, -0.744, 1.190, -1.658, 2.419, -0.024, -0.686, -1.726, -2.001, -0.998, 0.216, 0.312, 0.420, -0.266, 0.282, 0.310, -1.012, 0.049, 0.523, 0.402, 0.321, 0.394, 0.456, 0.379, 0.349, 0.602, 0.126, -0.322, 0.438, -1.185, 1.295, -0.831, -0.676, -1.459, 2.194, -0.126, 1.403, -1.483, -2.050, -1.702, 0.155, 0.541, -0.148, 0.291, 0.296, 0.331, 0.396, 0.333, 0.349, 0.068, 0.438, 0.235, 0.760, -0.227, 0.477, 0.362, 0.509, 0.300, -0.340, -0.191, 1.852, -0.856, -1.129, -1.010, 1.422, 0.756, -0.544, -1.586, -1.655, -1.282, -0.416, 0.239, -0.328, 0.448, -0.124, 0.640, 0.387, 0.152, 0.471, 0.399, 0.446, 0.237, 0.327, 0.488, 0.068, 0.352, 0.468, -0.587, 0.074, -1.616, 1.480, -1.206, -1.051, -0.382, 1.911, 1.068, 0.091, -0.327, -1.724, -0.721, -0.043, 0.541, 0.463, 0.153, 0.421, 0.371, 0.478, 0.436, -0.076, -0.066, -1.063, 0.184, 0.370, 0.628, -0.047, -0.392, 0.406, -0.021, -0.247]}